No. 1
C12H16N2O4 | ωB97M-V with the def2-TZVPD basis set

Element x y z (Å)
C1 3.9429 -0.8597 0.2855
C2 2.5534 -0.4829 0.1194
C3 4.6975 -0.4849 -1.0147
C4 0.6801 0.7292 0.0868
C5 0.5429 2.1782 -0.3736
C6 -0.1699 0.4050 1.2082
C7 -1.6412 0.0468 0.9102
C8 -1.7481 -0.9703 -0.2260
C9 -2.9357 0.6289 1.2217
C10 -2.8885 -1.4707 -0.9202
C11 -4.0400 0.1542 0.5487
C12 -4.1177 -0.9388 -0.4339
H1 3.5384 -2.7603 -0.2513
H2 3.2609 -2.5417 1.4291
H3 4.2969 -0.2216 0.9225
H4 4.6969 0.4968 -1.6039
H5 5.8558 -0.6736 -0.7153
H6 4.6016 -1.4442 -1.6132
H7 2.4306 1.5387 0.9946
H8 0.4356 0.0686 -0.7455
H9 -0.1146 1.4474 1.7937
H10 0.2366 -0.5408 1.7190
H11 -0.8176 -1.4346 -0.6250
H12 -3.3251 1.4116 2.1472
H13 -2.8773 -2.1905 -1.6718
H14 -5.0932 0.5289 1.0048
H15 -5.9225 -0.6793 -0.9960
H16 -0.5223 3.6093 -1.1868
N1 3.8744 -2.3114 0.7034
N2 2.0305 0.6415 0.5847
O1 1.8777 -1.4457 -0.4536
O2 1.4162 3.0663 -0.3091
O3 -5.2358 -1.5589 -0.5732
O4 -0.7166 2.6216 -0.9254

Cartesian forces (eV/Å) of the 2 atoms listed first:
C -2.1 -2.2 -2.3
C -1.6 -4.4 -2.1

Values from the calculation:
Energy relative to the best compared isomer or geometry (same formula, charge and spin) ... 170.1 kcal/mol
Strongest force on any atom ... 8.03 eV/A
Calculated total energy ... -23867.850 eV
Lowest unoccupied orbital energy ... 0.28 eV
Spin multiplicity ... 1

***

No. 2
C12H16N2O4S | ωB97M-V with the def2-TZVPD basis set

Element x y z (Å)
C1 2.1779 -1.2262 1.5635
C2 0.7835 -1.5374 2.2613
C3 3.3150 -2.2034 1.9951
C4 -0.8858 -0.6954 0.4863
C5 -0.5273 -1.9421 -0.3028
C6 -0.2938 0.7519 0.0496
C7 -1.0546 1.3564 -1.0816
C8 -0.4150 1.5321 -2.3579
C9 -2.4646 1.7644 -0.8577
C10 -1.1412 2.0471 -3.3499
C11 -3.0144 2.5190 -1.8178
C12 -2.4151 2.6181 -3.0353
H1 3.4853 0.4086 1.4027
H2 2.3701 0.4861 2.9153
H3 2.0708 -1.3713 0.4687
H4 4.4453 -1.7679 1.6263
H5 3.0828 -3.3617 1.7705
H6 2.1411 -2.6433 4.0322
H7 -0.9935 -1.5732 2.4436
H8 -1.9516 -0.6664 0.3754
H9 -0.2665 1.4121 0.9602
H10 0.7706 0.6965 -0.0964
H11 0.7034 1.0762 -2.4384
H12 -3.0735 1.7384 0.0414
H13 -0.7322 2.3380 -4.3009
H14 -3.9742 2.9322 -1.5626
H15 -2.9587 3.0335 -4.7840
H16 -0.9851 -0.7836 -1.8616
N1 2.4671 0.2607 1.8019
N2 -0.4333 -0.8960 1.8468
O1 0.7146 -2.3929 3.1702
O2 -0.3471 -3.1331 0.2180
O3 -3.2460 3.2259 -3.8842
O4 -0.9794 -1.8197 -1.5962
S1 3.6255 -2.1837 3.8983

Cartesian forces (eV/Å) of the 2 atoms listed first:
C -0.2 1.0 0.7
C 0.6 -1.2 -0.6

Values from the calculation:
Energy relative to the best compared isomer or geometry (same formula, charge and spin) ... 106.5 kcal/mol
Strongest force on any atom ... 7.12 eV/A
Calculated total energy ... -34704.944 eV
Lowest unoccupied orbital energy ... 0.26 eV
Spin multiplicity ... 1

***

No. 3
C12H16N3O4 | ωB97M-V with the def2-TZVPD basis set

Element x y z (Å)
C1 0.7174 -1.3713 3.8533
N1 0.9862 0.0059 4.2608
C2 0.0821 0.9956 3.7301
C3 -0.1202 0.8544 2.2240
C4 0.9386 1.0146 1.3508
C5 0.7356 0.8520 -0.0043
C6 1.9047 1.0490 -0.9141
O1 3.0180 0.9164 -0.5224
O2 1.5668 1.4225 -2.1546
C7 -0.5208 0.5051 -0.4739
C8 -1.5591 0.3536 0.4188
C9 -2.9387 -0.0459 -0.0199
C10 -2.9227 -1.5514 -0.1858
O3 -2.1958 -2.2249 0.4937
O4 -3.7361 -2.0400 -1.1019
N2 -1.3359 0.5485 1.7369
H1 1.1431 -2.0433 4.5888
H2 1.1566 -1.6465 2.8925
H3 -0.3544 -1.5410 3.8248
H4 1.9473 0.2692 4.1020
H5 0.4758 1.9931 3.8925
H6 -0.8912 0.9275 4.2179
H7 1.9141 1.2658 1.7304
H8 2.0211 0.8595 -2.8147
H9 -0.6916 0.3502 -1.5254
H10 -3.6810 0.2216 0.7233
H11 -3.1508 0.4595 -0.9560
H12 -3.5480 -2.9934 -1.1359
H13 -2.0851 0.4507 2.4109
C11 1.6387 0.1545 -6.1977
C12 2.2680 -0.2206 -4.9389
N3 2.7724 -0.5386 -3.9593
H14 0.7179 -0.4091 -6.3321
H15 1.4126 1.2190 -6.1923
H16 2.3143 -0.0623 -7.0225

Cartesian forces (eV/Å) of the 2 atoms listed first:
C 0.4 0.1 0.2
N -0.2 0.2 -0.1

Values from the calculation:
Net charge ... +1
Strongest force on any atom ... 0.96 eV/A
Calculated total energy ... -25358.119 eV
Lowest unoccupied orbital energy ... -4.44 eV
Spin multiplicity ... 1

***

No. 4
C12H16N6O6 | ωB97M-V with the def2-TZVPD basis set

Element x y z (Å)
C1 0.0212 -2.7273 -1.7323
C2 -0.0418 -1.8702 -0.4881
N1 0.4766 -0.4173 -0.5903
C3 2.0349 -0.4350 -0.7263
C4 2.6477 -0.9874 -1.9929
C5 -0.1709 0.2574 -1.8393
C6 -1.6608 0.0108 -1.9748
H1 -0.4427 -3.6863 -1.4628
H2 -0.5643 -2.3399 -2.5702
H3 1.0491 -2.9501 -2.0353
H4 -1.0793 -1.7805 -0.1387
H5 0.5551 -2.3417 0.2980
H6 2.3127 0.6192 -0.6036
H7 2.3533 -1.0153 0.1534
H8 3.6485 -0.5321 -2.0474
H9 2.8024 -2.0762 -1.9213
H10 2.1179 -0.7088 -2.9144
H11 0.0577 1.3248 -1.7608
H12 0.4147 -0.1220 -2.6783
H13 -2.1568 0.9208 -2.3430
H14 -1.8627 -0.7595 -2.7380
H15 -2.1451 -0.2656 -1.0286
O1 -2.8006 3.4236 3.5965
N2 -2.3951 2.3190 3.2807
C7 -1.7799 1.7607 2.1746
C8 -1.5461 0.3997 2.4607
N3 -2.1090 0.0724 3.6821
O2 -2.6401 1.2325 4.1522
C9 -0.5501 -0.3300 1.7582
N4 0.1222 -1.4393 2.4156
O3 -0.4845 -2.2577 3.1361
O4 1.3749 -1.5458 2.1859
C10 0.2805 0.3187 0.6520
C11 -0.0353 1.7626 0.4922
N5 0.8118 2.7564 0.0026
O5 1.8485 2.7391 -0.6543
O6 0.2404 3.9979 0.3640
N6 -0.9181 3.8291 1.0855
C12 -1.0430 2.4516 1.1752
H16 1.2563 0.3917 1.1752

Cartesian forces (eV/Å) of the 2 atoms listed first:
C 0.1 -0.2 -0.2
C -0.2 0.3 0.4

Values from the calculation:
Energy relative to the best compared isomer or geometry (same formula, charge and spin) ... 15.5 kcal/mol
Strongest force on any atom ... 3.85 eV/A
Calculated total energy ... -33914.973 eV
Lowest unoccupied orbital energy ... -0.86 eV
Spin multiplicity ... 1

***

No. 5
C12H16O3 | ωB97M-V with the def2-TZVPD basis set

Element x y z (Å)
O1 2.1507 -2.5482 3.5753
O2 -2.5242 -0.5962 1.6566
O3 2.0447 -1.1832 1.7108
C1 1.5481 -1.7579 2.8563
C2 -1.4893 -0.4155 1.0374
C3 -0.2139 0.7016 -2.3889
C4 -0.2331 0.1610 -1.1012
C5 1.0643 1.1739 -3.0418
C6 -1.4794 0.8752 -3.2443
C7 -1.5854 -0.1350 -0.4568
C8 0.1821 1.0128 2.2646
C9 1.0937 -0.1670 -0.4065
C10 0.0897 -1.3660 3.0505
C11 0.9193 -0.9803 0.8597
C12 -0.1518 -0.4384 1.8049
H1 1.4901 0.4117 -3.7113
H2 0.8156 2.0579 -3.6210
H3 1.8698 1.4190 -2.3275
H4 -1.8069 1.9536 -3.1630
H5 -2.3270 0.2419 -2.9234
H6 -1.2393 0.6372 -4.2855
H7 -2.0056 -1.0051 -0.9526
H8 -2.2204 0.7278 -0.6108
H9 1.2233 1.1805 2.6405
H10 0.0358 1.7390 1.4291
H11 -0.5152 1.2968 3.0614
H12 1.7221 -0.7219 -1.1509
H13 1.5804 0.7827 -0.1646
H14 0.0491 -0.8382 4.0100
H15 -0.6354 -2.2246 3.0242
H16 0.5479 -1.9954 0.5686

Cartesian forces (eV/Å) of the 2 atoms listed first:
O -0.8 2.2 -1.8
O 0.6 0.0 -0.4

Values from the calculation:
Energy relative to the best compared isomer or geometry (same formula, charge and spin) ... 12.8 kcal/mol
Strongest force on any atom ... 3.03 eV/A
Calculated total energy ... -18845.386 eV
Lowest unoccupied orbital energy ... 0.55 eV
Spin multiplicity ... 1

***

No. 6
C12H16S | ωB97M-V with the def2-TZVPD basis set

Element x y z (Å)
C1 -0.2369 1.5278 -3.6327
C2 -0.1892 0.1894 -3.7644
C3 -0.3371 2.2111 -2.3139
C4 -0.0850 -0.6793 -2.5254
C5 -0.4706 1.3839 -1.2553
C6 -0.2393 -0.0069 -1.2789
C7 1.9386 -2.4841 -2.3364
C8 0.1386 -1.5699 2.1700
C9 1.0953 0.6697 1.4609
C10 -1.4323 0.4247 1.8459
C11 -0.1235 -0.7576 -0.1706
C12 -0.1435 -0.3239 1.2698
S1 1.8759 -0.9769 -2.9136
H1 -0.0057 2.1890 -4.4922
H2 -0.2368 -0.3008 -4.7272
H3 -0.7272 3.2445 -2.2795
H4 -0.5099 -1.6578 -2.4690
H5 -0.4224 1.8938 -0.3646
H6 3.0147 -2.8921 -2.4488
H7 1.0733 -2.0343 1.7162
H8 0.1236 -1.3204 3.2740
H9 -0.5472 -2.3710 2.1829
H10 1.9292 0.3839 0.7662
H11 1.4364 0.6659 2.5121
H12 0.6434 1.7353 1.3769
H13 -2.1862 -0.1865 2.2984
H14 -1.1013 1.1131 2.5828
H15 -1.9488 0.9788 1.0276
H16 0.0652 -1.8524 -0.1809

Cartesian forces (eV/Å) of the 2 atoms listed first:
C 1.0 0.9 -0.6
C -1.7 0.3 0.9

Values from the calculation:
Energy relative to the best compared isomer or geometry (same formula, charge and spin) ... 104.0 kcal/mol
Strongest force on any atom ... 3.81 eV/A
Calculated total energy ... -23533.053 eV
Lowest unoccupied orbital energy ... -0.06 eV
Spin multiplicity ... 1

***

Results for orbital gap: 8.459 8.710 7.962 7.040 9.478 7.549 (in eV, following the order of the records).